No. 1
Computed, not measured: a molecular structure, C34H56Cl3CrGeN4O5PSSi in a non-equilibrium geometry, with wB97M-V/def2-TZVPD.

Results
calculated total energy	-7455.52318	a.u.
net charge	0
multiplicity	1
E_LUMO (spin up / spin down)	0.25 / 0.24	eV
molar mass	922.94	g mol⁻¹

Last column: Mulliken charge in e.
Element x y z (Å)
1 Cr 0.716 -0.733 0.669  -0.502
2 C 4.279 -1.550 3.832  -1.105
3 Si 3.887 -1.028 2.054  0.296
4 C 4.069 -2.591 1.005  -0.728
5 C 5.256 0.163 1.504  -0.959
6 C 2.221 -0.171 2.011  0.254
7 H 5.244 -2.063 3.878  0.322
8 H 3.518 -2.234 4.217  0.255
9 H 4.328 -0.688 4.503  0.298
10 H 5.069 -3.017 1.126  0.503
11 H 3.910 -2.396 -0.058  0.141
12 H 3.346 -3.348 1.313  0.138
13 H 6.231 -0.177 1.864  0.339
14 H 5.094 1.171 1.896  0.317
15 H 5.311 0.236 0.415  0.071
16 H 2.376 0.880 1.744  0.382
17 H 1.820 -0.169 3.024  -0.408
18 N -0.810 -1.145 -1.423  -0.194
19 C -1.625 -1.678 -2.053  -0.052
20 N -2.551 -2.287 -2.765  0.386
21 C -3.649 -1.556 -3.394  -0.078
22 C -3.819 -2.082 -4.811  -0.787
23 O -4.042 -3.480 -4.800  -0.381
24 C -2.946 -4.177 -4.229  -0.676
25 C -2.697 -3.742 -2.793  -0.370
26 H -3.432 -0.492 -3.401  0.060
27 H -4.574 -1.732 -2.835  0.267
28 H -2.922 -1.849 -5.399  0.352
29 H -4.688 -1.628 -5.283  0.377
30 H -2.042 -4.007 -4.827  0.324
31 H -3.205 -5.234 -4.261  0.364
32 H -1.794 -4.206 -2.406  0.221
33 H -3.553 -4.032 -2.175  0.311
34 S -3.590 -0.877 2.239  -0.308
35 C -2.083 -1.094 1.440  -0.296
36 N -1.015 -0.904 2.141  0.744
37 C -1.344 -0.560 3.448  -0.767
38 C -0.472 -0.289 4.505  -0.004
39 C -0.988 0.053 5.737  -1.016
40 C -2.367 0.122 5.957  -0.571
41 C -3.250 -0.159 4.935  -0.538
42 C -2.727 -0.498 3.692  0.851
43 H -2.060 -1.388 0.402  0.085
44 H 0.594 -0.348 4.355  0.453
45 H -0.308 0.275 6.549  0.458
46 H -2.744 0.396 6.934  0.402
47 H -4.321 -0.114 5.087  0.419
48 Cl 2.315 -0.317 -1.017  0.022
49 C -2.640 3.333 3.293  -1.399
50 C -1.450 3.556 2.371  1.735
51 C -1.412 5.010 1.906  -1.885
52 C -0.146 3.197 3.079  -1.224
53 O -1.683 2.668 1.240  -0.290
54 P -0.553 2.311 0.156  -0.427
55 O 0.379 3.415 -0.133  -0.930
56 O 0.094 0.995 0.583  1.860
57 O -1.453 1.851 -1.081  0.746
58 C -2.324 2.658 -1.901  1.700
59 C -2.120 4.160 -1.725  -1.520
60 C -2.003 2.269 -3.342  -1.496
61 C -3.754 2.281 -1.526  -1.508
62 H -2.622 4.060 4.107  0.434
63 H -2.611 2.330 3.718  0.055
64 H -3.569 3.451 2.732  0.331
65 H -1.200 5.659 2.757  0.523
66 H -2.375 5.302 1.480  0.342
67 H -0.633 5.141 1.156  0.258
68 H -0.018 3.817 3.966  0.531
69 H 0.699 3.359 2.408  0.310
70 H -0.155 2.150 3.381  0.103
71 H -1.074 4.422 -1.872  0.302
72 H -2.410 4.474 -0.723  0.163
73 H -2.732 4.694 -2.454  0.517
74 H -1.028 2.671 -3.625  0.244
75 H -2.762 2.660 -4.021  0.472
76 H -1.959 1.183 -3.432  0.124
77 H -3.926 2.514 -0.474  0.117
78 H -3.912 1.209 -1.665  0.209
79 H -4.471 2.830 -2.139  0.486
80 C 4.790 1.812 -2.208  -1.247
81 Ge 3.155 1.671 -3.280  0.691
82 C 2.504 3.449 -3.816  -1.205
83 C 3.424 0.469 -4.815  -1.264
84 C 1.711 0.927 -2.148  0.346
85 H 5.566 2.344 -2.759  0.473
86 H 5.162 0.819 -1.955  0.307
87 H 4.584 2.351 -1.283  0.379
88 H 3.313 4.096 -4.156  0.411
89 H 2.031 3.913 -2.947  0.319
90 H 1.765 3.380 -4.616  0.358
91 H 4.136 0.898 -5.521  0.396
92 H 2.485 0.292 -5.339  0.374
93 H 3.817 -0.489 -4.471  0.348
94 H 0.893 0.479 -2.707  0.343
95 H 1.322 1.734 -1.539  -1.142
96 Cl 0.733 -3.449 3.484  -0.177
97 C 0.837 -4.403 2.048  1.250
98 C 0.829 -5.779 2.145  -0.598
99 C 0.921 -6.556 1.001  -0.432
100 C 1.025 -5.947 -0.238  -0.725
101 C 1.026 -4.570 -0.326  0.993
102 Cl 1.204 -3.818 -1.880  -0.134
103 C 0.922 -3.723 0.802  -1.950
104 N 0.919 -2.377 0.699  0.029
105 H 0.757 -6.239 3.121  0.459
106 H 0.912 -7.635 1.075  0.387
107 H 1.114 -6.540 -1.138  0.453

---

No. 2
Computed, not measured: 2 unconnected molecules or ions with the total composition C33H29BrN2S in a non-equilibrium geometry, with wB97M-V/def2-TZVPD.

Results
calculated total energy	-4356.48028	a.u.
net charge	0
multiplicity	1
E_LUMO	-2.73	eV
molar mass	565.58	g mol⁻¹

Last column: natural (NBO) charge in e.
Element x y z (Å)
1 Br -4.396 1.565 -0.597  0.032
2 C -3.061 2.402 0.456  -0.121
3 C -2.187 3.336 -0.135  -0.241
4 C -1.164 3.901 0.624  -0.227
5 C -0.915 3.459 1.960  -0.192
6 S 0.546 3.778 2.713  -0.340
7 C -1.911 2.639 2.577  -0.227
8 C -2.936 2.073 1.821  -0.241
9 H -2.308 3.604 -1.183  0.220
10 H -0.499 4.644 0.193  0.217
11 H -1.817 2.419 3.636  0.218
12 H -3.633 1.371 2.275  0.220
13 C 7.560 5.983 -0.661  -0.395
14 N 6.968 4.740 -1.197  -0.545
15 C 7.837 3.999 -2.060  0.235
16 C 9.006 3.408 -1.557  -0.265
17 C 9.813 2.651 -2.406  -0.194
18 C 9.487 2.518 -3.758  -0.216
19 C 8.347 3.150 -4.265  -0.204
20 C 7.519 3.890 -3.425  -0.239
21 C 6.110 4.033 -0.310  0.237
22 C 4.735 3.897 -0.596  -0.186
23 C 3.900 3.249 0.289  -0.109
24 C 4.374 2.686 1.518  -0.165
25 C 3.441 2.027 2.364  0.080
26 C 3.678 1.216 3.505  -0.167
27 C 2.554 0.597 4.140  -0.081
28 C 2.679 -0.159 5.287  -0.266
29 C 3.939 -0.324 5.898  0.341
30 N 4.075 -1.083 7.095  -0.547
31 C 4.415 -0.285 8.291  -0.397
32 C 4.672 -2.382 7.026  0.136
33 C 6.060 -2.528 6.898  -0.190
34 C 6.609 -3.806 6.786  -0.221
35 C 5.789 -4.936 6.844  -0.213
36 C 4.409 -4.786 7.017  -0.203
37 C 3.844 -3.516 7.103  -0.215
38 C 5.056 0.281 5.307  -0.265
39 C 4.945 0.952 4.104  -0.128
40 C 5.759 2.882 1.792  -0.114
41 C 6.603 3.506 0.891  -0.256
42 H 6.895 6.395 0.108  0.213
43 H 8.555 5.794 -0.229  0.176
44 H 7.660 6.699 -1.487  0.210
45 H 9.257 3.538 -0.500  0.210
46 H 10.697 2.165 -1.999  0.215
47 H 10.124 1.929 -4.418  0.219
48 H 8.091 3.068 -5.319  0.219
49 H 6.620 4.399 -3.781  0.226
50 H 4.368 4.329 -1.528  0.230
51 H 2.838 3.159 0.064  0.240
52 H 2.405 2.054 2.020  0.262
53 H 1.572 0.745 3.692  0.244
54 H 1.822 -0.646 5.753  0.237
55 H 4.691 -0.966 9.104  0.218
56 H 5.246 0.407 8.083  0.174
57 H 3.531 0.299 8.578  0.207
58 H 6.690 -1.635 6.871  0.202
59 H 7.683 -3.911 6.649  0.215
60 H 6.224 -5.933 6.763  0.219
61 H 3.762 -5.657 7.080  0.219
62 H 2.772 -3.354 7.236  0.227
63 H 6.028 0.181 5.795  0.218
64 H 5.870 1.255 3.636  0.206
65 H 6.200 2.576 2.729  0.206
66 H 7.671 3.594 1.104  0.220

---

No. 3
Computed, not measured: a molecular structure, C3H7NO3S2 in a non-equilibrium geometry, with wB97M-V/def2-TZVPD.

Results
calculated total energy	-1195.15945	a.u.
net charge	0
multiplicity	1
E_LUMO	-0.58	eV
molar mass	169.23	g mol⁻¹

Last column: natural (NBO) charge in e.
Element x y z (Å)
1 C -0.028 1.577 0.298  -0.300
2 C -1.174 -1.522 -0.816  -0.927
3 C 0.470 0.758 -0.668  -0.603
4 N 1.203 -0.403 1.761  -1.069
5 O 2.924 -0.111 -0.045  -0.951
6 O -1.789 0.530 -2.381  -0.877
7 O -2.546 0.476 -0.071  -0.890
8 S 1.530 -0.506 0.047  1.397
9 S -1.685 -0.029 -1.094  2.179
10 H 0.135 1.167 1.289  0.239
11 H -0.688 2.470 0.215  0.234
12 H -0.534 -2.157 -1.390  0.260
13 H -1.041 -1.551 0.216  0.219
14 H 0.605 0.929 -1.758  0.290
15 H 0.516 -0.996 2.131  0.381
16 H 2.100 -0.631 2.264  0.416

---

No. 4
Computed, not measured: C5H7NO in the gas phase, with wB97M-V/def2-TZVPD.

Results
calculated total energy	-324.50212	a.u.
net charge	0
multiplicity	1
E_LUMO (spin up / spin down)	0.57 / 0.53	eV
molar mass	97.12	g mol⁻¹

Last column: natural (NBO) charge in e.
Element x y z (Å)
1 C -2.001 -0.089 -0.036  -0.603
2 C -0.542 -0.111 0.276  -0.025
3 N 0.023 -1.096 1.267  -0.501
4 C 0.080 0.226 1.632  -0.150
5 C 1.781 0.455 -0.995  -0.139
6 C 0.443 0.073 -0.663  0.280
7 O 0.652 0.494 -1.920  -0.428
8 H -2.282 0.892 -0.430  0.223
9 H -2.546 -0.270 0.889  0.242
10 H -2.253 -0.855 -0.772  0.217
11 H 0.877 -1.587 0.939  0.342
12 H 1.070 0.706 1.696  0.154
13 H 2.561 -0.302 -1.096  0.194
14 H 2.137 1.463 -0.788  0.194

---

No. 5
Computed, not measured: 2 unconnected molecules or ions with the total composition C3H7ClOS in a non-equilibrium geometry, with wB97M-V/def2-TZVPD.

Results
calculated total energy	-1051.97117	a.u.
net charge	0
multiplicity	1
E_LUMO (spin up / spin down)	0.53 / 0.33	eV
molar mass	126.61	g mol⁻¹

Last column: natural (NBO) charge in e.
Element x y z (Å)
1 C -2.099 -0.026 -0.189  -0.704
2 C -0.984 -0.632 0.666  -0.159
3 C 1.722 0.375 0.459  -0.112
4 O 1.312 1.498 -0.212  -0.685
5 S 2.780 -0.697 -0.287  0.086
6 Cl -0.386 -2.210 0.110  -0.059
7 H -1.887 -0.296 -1.300  0.222
8 H -3.112 -0.411 0.125  0.225
9 H -2.171 1.103 -0.128  0.231
10 H -1.129 -0.596 1.754  0.179
11 H 1.736 0.559 1.574  0.202
12 H 1.281 1.297 -1.224  0.473
13 H 2.939 0.037 -1.349  0.099

---

No. 6
Computed, not measured: a molecular structure, C34H35Cl2N2O2P2RuSi, with wB97M-V/def2-TZVPD.

Results
calculated total energy	-3564.12489	a.u.
⟨S²⟩	6.034
net charge	-1
multiplicity	5
E_LUMO (spin up / spin down)	2.43 / 2.34	eV
molar mass	765.68	g mol⁻¹

Last column: Mulliken spin population.
Element x y z (Å)
1 Ru -0.481 -0.576 0.322  2.545
2 C 2.208 2.243 1.373  0.002
3 N 1.988 2.011 -0.088  -0.035
4 P 2.315 0.297 -0.326  0.038
5 C 4.114 0.279 0.068  0.034
6 C 4.971 1.355 -0.154  0.007
7 C 6.325 1.239 0.112  0.002
8 C 6.841 0.042 0.596  0.000
9 C 5.995 -1.032 0.823  0.004
10 C 4.634 -0.910 0.569  0.015
11 C 2.495 0.081 -2.134  -0.017
12 C 2.101 -1.153 -2.643  0.002
13 C 2.296 -1.444 -3.988  0.005
14 C 2.867 -0.501 -4.828  -0.001
15 C 3.246 0.739 -4.325  0.001
16 C 3.068 1.026 -2.982  -0.007
17 P 0.272 2.322 -0.343  0.041
18 C 0.268 4.130 0.021  0.035
19 C -0.918 4.716 0.448  -0.004
20 C -0.978 6.078 0.720  0.000
21 C 0.155 6.864 0.590  0.001
22 C 1.354 6.283 0.194  0.001
23 C 1.410 4.927 -0.086  0.005
24 C 0.082 2.405 -2.179  -0.019
25 C 0.596 3.443 -2.958  -0.003
26 C 0.430 3.455 -4.333  0.000
27 C -0.255 2.421 -4.960  0.001
28 C -0.790 1.397 -4.198  0.003
29 C -0.635 1.401 -2.817  0.014
30 H 3.240 2.008 1.629  -0.003
31 H 1.546 1.623 1.993  -0.009
32 H 2.031 3.290 1.609  -0.001
33 H 4.564 2.288 -0.527  0.001
34 H 6.983 2.083 -0.059  0.000
35 H 7.901 -0.049 0.802  0.000
36 H 6.389 -1.964 1.209  0.000
37 H 3.965 -1.742 0.761  0.005
38 H 1.608 -1.860 -1.983  0.000
39 H 1.985 -2.404 -4.379  0.000
40 H 3.007 -0.723 -5.879  0.000
41 H 3.676 1.484 -4.984  0.000
42 H 3.357 1.992 -2.588  -0.001
43 H -1.804 4.107 0.574  0.005
44 H -1.913 6.517 1.045  0.000
45 H 0.111 7.923 0.811  0.000
46 H 2.249 6.887 0.109  0.000
47 H 2.348 4.465 -0.370  0.001
48 H 1.132 4.255 -2.490  0.001
49 H 0.839 4.270 -4.917  0.000
50 H -0.378 2.420 -6.036  0.000
51 H -1.339 0.590 -4.666  0.000
52 H -1.110 0.619 -2.240  -0.026
53 Cl -1.883 -3.303 1.859  0.005
54 C -1.134 -2.671 3.292  0.097
55 C -1.236 -3.396 4.462  -0.037
56 C -0.703 -2.910 5.649  0.088
57 C -0.076 -1.669 5.645  -0.039
58 C 0.014 -0.946 4.476  0.088
59 Cl 0.817 0.603 4.523  0.009
60 C -0.502 -1.396 3.226  -0.021
61 N -0.429 -0.624 2.146  0.508
62 H -1.746 -4.350 4.433  -0.003
63 H -0.783 -3.483 6.563  0.011
64 H 0.348 -1.255 6.550  -0.003
65 C -5.264 0.115 0.475  0.006
66 Si -3.597 0.981 0.328  0.016
67 C -3.218 1.696 2.030  0.007
68 C -3.877 2.381 -0.917  0.010
69 O -2.458 -0.022 -0.178  0.062
70 H -6.053 0.794 0.812  0.000
71 H -5.197 -0.712 1.186  0.001
72 H -5.563 -0.302 -0.491  0.001
73 H -3.956 2.443 2.340  0.001
74 H -2.222 2.142 2.084  -0.001
75 H -3.227 0.883 2.761  -0.003
76 H -4.616 3.101 -0.551  0.000
77 H -4.266 1.947 -1.843  0.001
78 H -2.969 2.928 -1.183  -0.002
79 O 0.184 -2.058 -0.325  0.555